{
  "formula": "C96H145N26O27P5",
  "method": "ωB97M-V with the def2-TZVPD basis set",
  "spin_multiplicity": 1,
  "lumo_energy_ev": -1.49,
  "gap_ev": 6.4,
  "species": ["C", "C", "C", "C", "C", "C", "N", "O", "O", "H", "H", "H", "H", "H", "C", "C", "C", "C", "C", "C", "N", "O", "O", "H", "H", "H", "H", "H", "C", "C", "C", "C", "C", "C", "N", "O", "O", "H", "H", "H", "H", "H", "C", "C", "C", "C", "C", "C", "N", "O", "O", "H", "H", "H", "H", "H", "C", "C", "C", "C", "C", "C", "N", "O", "O", "H", "H", "H", "H", "H", "C", "C", "C", "C", "C", "C", "N", "O", "O", "H", "H", "H", "H", "H", "C", "C", "C", "C", "C", "C", "N", "O", "O", "H", "H", "H", "H", "H", "C", "C", "C", "C", "C", "C", "N", "O", "O", "H", "H", "H", "H", "H", "C", "C", "C", "C", "C", "C", "N", "O", "O", "H", "H", "H", "H", "H", "C", "C", "C", "C", "C", "C", "N", "O", "O", "H", "H", "H", "H", "H", "C", "C", "C", "C", "C", "C", "N", "O", "O", "H", "H", "H", "H", "H", "O", "P", "N", "C", "C", "N", "C", "C", "N", "C", "C", "H", "H", "H", "H", "H", "H", "H", "H", "H", "H", "H", "H", "H", "H", "H", "H", "H", "H", "O", "P", "N", "C", "C", "N", "C", "C", "N", "C", "C", "H", "H", "H", "H", "H", "H", "H", "H", "H", "H", "H", "H", "H", "H", "H", "H", "H", "H", "O", "P", "N", "C", "C", "N", "C", "C", "N", "C", "C", "H", "H", "H", "H", "H", "H", "H", "H", "H", "H", "H", "H", "H", "H", "H", "H", "H", "H", "O", "P", "N", "C", "C", "N", "C", "C", "N", "C", "C", "H", "H", "H", "H", "H", "H", "H", "H", "H", "H", "H", "H", "H", "H", "H", "H", "H", "H", "O", "P", "N", "C", "C", "N", "C", "C", "N", "C", "C", "H", "H", "H", "H", "H", "H", "H", "H", "H", "H", "H", "H", "H", "H", "H", "H", "H", "H"],
  "xyz": [[-0.190406, -0.352220, 5.759297], [-0.769011, -1.557390, 5.976541], [-0.283096, -2.783562, 5.562267], [0.898902, -2.790918, 4.817061], [1.503502, -1.536789, 4.519138], [0.952583, -0.358894, 4.993370], [1.397438, -4.074839, 4.245142], [2.246686, -4.020498, 3.360642], [0.923021, -5.180022, 4.570591], [-0.579692, 0.590909, 6.113377], [-1.679452, -1.714511, 6.535837], [-0.665936, -3.755651, 5.835926], [2.444674, -1.525726, 3.989554], [1.399036, 0.571949, 4.676174], [-2.597963, -4.689035, 2.254326], [-1.599335, -5.645340, 2.483236], [-1.897466, -6.744182, 3.209292], [-3.187472, -6.979338, 3.685716], [-4.187374, -6.074275, 3.432207], [-3.901761, -4.935890, 2.753565], [-3.363464, -8.119710, 4.652519], [-4.276438, -8.217674, 5.436653], [-2.548120, -9.063131, 4.646686], [-2.420301, -3.828559, 1.626306], [-0.586618, -5.429733, 2.176111], [-1.051650, -7.351539, 3.495850], [-5.197551, -6.298202, 3.741705], [-4.698660, -4.225351, 2.590800], [0.809451, 6.120543, -0.326902], [1.247966, 4.843556, -0.010428], [2.553355, 4.516913, -0.013945], [3.526331, 5.485837, -0.442509], [3.089016, 6.804429, -0.839480], [1.726153, 7.095153, -0.830812], [4.992431, 4.987313, -0.618433], [5.761892, 5.824792, -1.100411], [5.319826, 3.865068, -0.211742], [-0.265259, 6.183915, -0.241079], [0.531946, 4.128034, 0.366032], [3.032359, 3.591030, 0.268377], [3.667601, 7.685299, -1.075510], [1.329071, 8.077410, -1.040331], [7.953320, 0.552625, -2.944271], [7.577007, 1.888486, -2.921930], [8.222698, 2.722250, -2.063571], [9.482694, 2.431281, -1.521355], [9.956048, 1.145565, -1.748795], [9.205220, 0.195213, -2.403921], [10.257709, 3.502270, -0.771816], [9.770986, 4.612077, -0.634710], [11.371160, 3.167131, -0.389233], [7.407831, -0.228589, -3.452750], [6.700601, 2.245083, -3.442646], [7.800413, 3.687652, -1.826785], [10.943984, 0.906647, -1.383688], [9.528749, -0.824982, -2.548594], [1.943635, -7.777885, -3.031094], [1.292081, -7.076726, -4.017745], [0.342059, -6.150822, -3.683588], [0.001817, -5.899327, -2.345012], [0.768419, -6.620373, -1.340459], [1.702023, -7.546630, -1.697689], [-1.051357, -4.970911, -2.037421], [-1.543896, -4.413359, -2.980824], [-1.304616, -4.745594, -0.848838], [2.711145, -8.498477, -3.272078], [1.529842, -7.201471, -5.063845], [-0.182691, -5.672942, -4.497645], [0.550540, -6.436300, -0.298804], [2.390022, -7.901939, -0.944813], [-10.341638, -3.219837, -3.541798], [-9.542415, -2.922973, -2.420367], [-8.520347, -1.958032, -2.424665], [-8.189374, -1.400621, -3.683033], [-8.956565, -1.735097, -4.825014], [-10.091047, -2.605757, -4.757001], [-7.106490, -0.378138, -3.821430], [-6.684070, 0.133601, -2.803469], [-6.763053, -0.053043, -4.936022], [-11.144922, -3.935908, -3.450236], [-9.779498, -3.291569, -1.433285], [-7.904208, -1.753407, -1.561586], [-8.687311, -1.261139, -5.757351], [-10.704224, -2.751394, -5.634046], [-5.789831, -5.455695, -1.690939], [-4.977770, -4.340248, -1.865183], [-5.043074, -3.292887, -0.976861], [-5.934224, -3.313901, 0.061851], [-6.829030, -4.358366, 0.205290], [-6.714738, -5.475249, -0.668878], [-6.065894, -2.137133, 0.964328], [-6.930222, -2.126073, 1.836284], [-5.314452, -1.221667, 0.792972], [-5.753238, -6.283833, -2.383227], [-4.263266, -4.341442, -2.675044], [-4.378535, -2.481893, -1.235867], [-7.440360, -4.402364, 1.094533], [-7.275555, -6.387099, -0.525953], [-1.989404, -8.587217, -1.257274], [-1.934330, -10.010609, -1.001533], [-2.651478, -10.574454, 0.078945], [-3.576225, -9.767168, 0.720107], [-3.676177, -8.442418, 0.380389], [-2.895510, -7.808850, -0.555233], [-4.541752, -10.306439, 1.773042], [-4.192786, -11.386856, 2.286865], [-5.455079, -9.568687, 2.164829], [-1.342049, -8.272074, -2.062271], [-1.134438, -10.517170, -1.521125], [-2.487116, -11.608871, 0.342326], [-4.469683, -7.823466, 0.772350], [-3.075393, -6.792983, -0.874711], [-0.730294, 5.128615, 5.393307], [-0.172268, 5.554760, 4.210297], [1.072263, 5.047644, 3.776146], [1.639605, 4.006821, 4.511045], [1.075841, 3.585682, 5.735941], [-0.078045, 4.187340, 6.190461], [2.826731, 3.388547, 3.951379], [3.251512, 2.337308, 4.503777], [3.410561, 3.937772, 3.024656], [-1.656311, 5.627910, 5.637453], [-0.523249, 6.393576, 3.627554], [1.518528, 5.444912, 2.876476], [1.554412, 2.793070, 6.291936], [-0.467318, 3.851358, 7.140194], [4.644087, -3.297844, 1.014999], [5.368455, -2.374600, 0.313439], [5.118371, -2.170914, -1.067868], [4.051264, -2.773188, -1.654631], [3.304941, -3.684200, -0.949152], [3.677251, -4.045445, 0.341220], [3.697476, -2.408014, -3.079355], [4.467667, -1.620668, -3.619970], [2.849529, -2.960379, -3.647056], [5.014795, -3.427554, 2.021058], [6.155782, -1.876933, 0.860106], [5.795525, -1.510898, -1.589626], [2.392944, -4.051544, -1.396042], [3.065404, -4.776869, 0.848223], [-6.016238, 3.094246, -0.969498], [-6.497773, 4.276749, -0.426686], [-5.575928, 5.021576, 0.346520], [-4.209831, 4.591917, 0.539340], [-3.827089, 3.389746, -0.116217], [-4.720575, 2.647567, -0.841096], [-3.237509, 5.416754, 1.375757], [-2.055074, 5.484963, 1.109185], [-3.716815, 6.088967, 2.301475], [-6.696425, 2.512728, -1.574126], [-7.526107, 4.542263, -0.622735], [-6.015562, 5.907627, 0.780165], [-2.807385, 3.037019, -0.162979], [-4.453695, 1.687866, -1.258410], [-8.023512, 0.665940, 5.730737], [-7.490146, 1.841906, 4.954233], [-7.744677, 1.662220, 3.218391], [-9.055589, 1.085833, 2.778139], [-6.987602, 2.425230, 2.183180], [-5.854711, 2.033991, 5.033693], [-5.068089, 3.255503, 4.841191], [-5.052445, 0.828104, 5.072676], [-8.071713, 3.435086, 5.314618], [-9.402569, 3.993474, 4.839278], [-7.725749, 3.904196, 6.628868], [-9.310788, 0.380137, 3.568686], [-8.918536, 0.386016, 1.953775], [-9.911329, 1.713216, 2.528747], [-7.413644, 2.185298, 1.209002], [-5.920881, 2.201169, 2.184813], [-7.191589, 3.490336, 2.292909], [-4.559566, 3.562827, 5.755002], [-4.354215, 3.038596, 4.046559], [-5.676980, 4.033526, 4.380712], [-4.910568, 0.595526, 4.017272], [-4.079269, 0.849606, 5.563163], [-5.650362, -0.023530, 5.397206], [-9.417493, 5.078682, 4.940189], [-9.682578, 3.705392, 3.826013], [-10.164901, 3.584755, 5.502544], [-6.647684, 3.876761, 6.787356], [-8.114674, 3.247597, 7.407149], [-7.941513, 4.960487, 6.789493], [9.408193, -0.760634, 4.745466], [8.138502, -0.467122, 4.034111], [6.630179, -0.978892, 4.690361], [5.315994, -0.673988, 4.186060], [6.684078, -1.438368, 6.084417], [8.199904, -1.189982, 2.517497], [8.175245, -2.658554, 2.452601], [9.027476, -0.581206, 1.511249], [7.824111, 1.186212, 3.638706], [6.951784, 1.616322, 2.561964], [8.632411, 2.134913, 4.325594], [4.834624, 0.221435, 4.579255], [4.657047, -1.526283, 4.351824], [5.307047, -0.376860, 3.137377], [5.953776, -2.228021, 6.261059], [6.675217, -0.549132, 6.714719], [7.619938, -1.935790, 6.339069], [7.148542, -2.937559, 2.689543], [8.358406, -3.005101, 1.435516], [8.889683, -3.152621, 3.111053], [8.995586, 0.507975, 1.538650], [10.050546, -0.927479, 1.657992], [8.667564, -0.874465, 0.525062], [6.556259, 0.830194, 1.918791], [6.036579, 2.034457, 2.981095], [7.439344, 2.367860, 1.941021], [9.688065, 2.036267, 4.072682], [8.601111, 2.003948, 5.407244], [8.432050, 3.155918, 4.000770], [2.457138, 5.258102, -7.025970], [3.542566, 5.072581, -6.025865], [4.894065, 4.106864, -6.566699], [5.948556, 4.777838, -7.192305], [4.622224, 2.843943, -7.093244], [2.933949, 4.464101, -4.571602], [3.815476, 3.646367, -3.727347], [1.604997, 4.798312, -4.090964], [4.267121, 6.441707, -5.418072], [3.477753, 7.719406, -5.526226], [5.273976, 6.455523, -4.345414], [6.874596, 4.209618, -7.104710], [6.195472, 5.762052, -6.794237], [5.645912, 4.813234, -8.238850], [4.427656, 2.068446, -6.352395], [5.418142, 2.399842, -7.691069], [3.774025, 2.932023, -7.772138], [3.861861, 4.052444, -2.716874], [3.344065, 2.674184, -3.583326], [4.741144, 3.513614, -4.287357], [0.820292, 4.153513, -4.486634], [1.528936, 4.627402, -3.017134], [1.481644, 5.869273, -4.252026], [2.459190, 7.508305, -5.200520], [3.932929, 8.593404, -5.060361], [3.276210, 7.954551, -6.571308], [5.509519, 7.440207, -3.941671], [6.262230, 6.134462, -4.674621], [5.022155, 5.868958, -3.461875], [-2.047782, -0.017022, -6.835315], [-1.095268, 0.593716, -5.854915], [0.131297, 1.698522, -6.469157], [-0.260120, 2.922747, -7.086061], [1.459276, 1.208734, -6.888674], [-0.244911, -0.679008, -5.066786], [0.745830, -0.402450, -3.912764], [-0.708510, -2.075589, -5.056769], [-1.904602, 1.405838, -4.579951], [-1.243136, 2.299894, -3.650035], [-3.267992, 0.956057, -4.190339], [-0.177195, 2.843120, -8.169984], [0.424514, 3.659792, -6.666378], [-1.314694, 3.144172, -6.921896], [1.311758, 0.183265, -7.227423], [2.091422, 1.205651, -6.000709], [1.864749, 1.799438, -7.710112], [1.547187, -1.140919, -3.888208], [1.221425, 0.568843, -4.048791], [0.224189, -0.345342, -2.957388], [0.011071, -2.722984, -4.555586], [-1.643319, -2.045347, -4.497026], [-0.824045, -2.472555, -6.065317], [-0.291264, 1.849937, -3.367966], [-0.963244, 3.238260, -4.128808], [-1.793026, 2.409440, -2.715301], [-3.227750, 0.224191, -3.383589], [-3.662044, 0.273288, -4.943094], [-3.880073, 1.829074, -3.963836], [-0.971845, 1.534556, -0.523375], [-0.414954, 0.668959, 0.527562], [-0.771814, -1.027390, 0.314066], [-1.793937, -1.351352, -0.756881], [-0.018238, -2.082990, 0.955692], [-0.775469, 1.110749, 2.123450], [-0.534923, 2.527415, 2.554492], [-1.906545, 0.599042, 2.877631], [1.321577, 0.785487, 0.534104], [2.141867, 0.309652, 1.662644], [2.060423, 0.796492, -0.738366], [-1.343224, -1.346049, -1.749310], [-2.384521, -0.442829, -0.874755], [-2.497203, -2.133160, -0.470010], [-0.569114, -3.009731, 0.795051], [0.184120, -1.777002, 1.982105], [0.902812, -2.330632, 0.428017], [0.481795, 2.796284, 2.267988], [-1.313812, 3.262099, 2.350336], [-0.522186, 2.561579, 3.643883], [-2.645006, 1.384138, 3.040138], [-2.358397, -0.150938, 2.228416], [-1.684363, 0.347464, 3.914669], [1.598161, 0.301302, 2.607331], [2.400047, -0.734728, 1.487388], [3.181168, 0.636970, 1.691121], [1.417144, 1.076675, -1.572517], [2.335201, -0.237165, -0.948481], [2.871463, 1.523802, -0.701902]],
  "atomic_forces_ev_per_a": [[0.5, 0.4, -0.5], [-2.0, -1.9, 1.4], [2.0, -0.5, -0.9], [-0.5, 1.2, 0.1], [0.2, -1.7, 0.2], [0.7, 0.1, -0.7], [0.2, -1.8, -0.8], [-0.3, 0.8, 0.6], [0.1, 2.3, 0.4], [-0.3, -0.1, 0.1], [-0.2, 0.8, 0.3], [-0.6, 0.2, 0.0], [-0.1, 0.0, -0.3], [0.3, 0.1, 0.3], [-1.0, -0.8, 0.1], [-0.7, 2.2, -0.8], [0.3, -1.5, 1.3], [1.2, -0.4, 0.7], [-1.0, -1.3, 0.8], [1.2, 1.3, -1.3], [0.9, -3.1, 0.3], [-1.2, 2.0, -0.4], [0.3, 1.8, -1.3], [0.1, 0.2, 0.2], [0.1, -0.2, -0.1], [-0.3, -0.5, 0.1], [0.0, 0.1, 0.3], [0.0, 0.1, -0.1], [0.8, -0.1, -1.1], [-1.3, 0.2, 0.9], [4.3, 1.1, -1.0], [-1.2, 0.0, -0.5], [0.1, -1.1, 0.4], [-1.3, -1.7, 1.7], [-0.2, 1.2, 0.9], [-0.9, -1.4, 0.5], [-0.8, 1.7, -0.9], [0.0, 0.9, -0.2], [-0.2, -0.1, -0.2], [-0.6, -0.4, 0.1], [0.9, -0.6, -0.2], [0.3, 0.1, -0.2], [1.5, -0.2, -0.4], [-1.1, -1.3, 0.3], [1.4, 2.2, 0.9], [-1.5, -0.2, -0.5], [1.5, 0.4, 0.9], [-1.5, 0.3, -0.3], [0.2, -0.8, -0.4], [0.1, -1.0, -0.2], [-0.7, 0.2, -0.1], [-0.3, 0.2, -0.2], [-0.2, -0.1, 0.1], [0.0, 0.3, -0.2], [0.1, -0.1, 0.1], [0.3, 0.0, 0.2], [0.9, -0.6, -0.4], [0.3, -0.3, -0.1], [-1.4, 0.8, 0.4], [2.6, -2.6, 0.2], [-2.4, 1.9, -0.5], [0.5, 0.7, 0.2], [0.8, 0.4, 1.3], [-1.0, 0.5, -0.3], [-0.1, -0.3, -0.9], [0.1, 0.0, -0.3], [0.0, -0.2, 0.0], [-0.1, 0.3, 0.2], [0.0, 0.2, 0.1], [-0.3, -0.5, 0.1], [0.5, 0.2, 0.4], [0.1, 1.1, 0.3], [0.2, -0.5, -1.9], [-1.3, -0.8, -0.2], [-0.3, 0.0, 0.6], [1.9, 1.1, 0.6], [-0.7, 0.0, -0.2], [0.1, -0.3, 0.4], [0.0, -0.3, 0.0], [-0.1, 0.0, 0.1], [-0.2, -0.5, -0.1], [-0.2, 0.1, 0.1], [0.0, 0.0, -0.1], [0.1, -0.1, 0.0], [-0.2, 0.3, -0.2], [-0.1, -1.0, 0.0], [1.0, 0.6, -1.1], [-1.2, 0.1, 0.2], [0.7, -1.5, 0.0], [0.0, 0.9, 0.9], [-0.9, -0.4, 0.8], [0.3, -0.7, -0.7], [1.1, 0.8, -0.5], [0.2, -0.1, 0.0], [0.1, 0.3, 0.0], [-0.2, 0.4, 0.6], [-0.3, 0.1, -0.2], [-0.4, 0.2, 0.2], [-0.2, -2.7, 0.1], [0.2, 2.2, 1.4], [0.5, 0.0, -1.2], [-0.6, -0.2, 0.1], [-1.5, 1.2, 0.4], [0.8, -0.7, -1.3], [1.5, -0.1, 1.3], [-1.3, 1.9, -1.1], [1.2, -1.5, -0.9], [-0.1, 0.5, 0.0], [-0.3, -0.6, 0.0], [-0.2, 0.0, 0.1], [-0.1, -0.2, 0.5], [0.0, 0.2, 0.5], [-0.2, 0.5, -0.1], [2.0, 0.1, -0.6], [-0.9, -0.4, 0.7], [-0.9, 0.8, 0.1], [0.8, 0.0, -1.0], [-0.2, -0.3, -0.3], [2.1, -1.5, 0.8], [-1.0, 1.8, -1.1], [-0.8, -0.6, 0.7], [-0.1, -0.3, 0.6], [-0.7, -0.1, 0.1], [0.2, -0.2, 0.0], [0.1, 0.0, 0.0], [-0.2, 0.2, 0.0], [0.4, -0.6, -0.3], [0.0, 0.2, -1.4], [1.5, 1.1, 1.6], [-0.4, 0.3, -0.5], [-0.6, -0.4, 0.1], [-0.9, 0.6, 0.3], [4.4, 1.3, 1.6], [-0.2, 0.3, 0.4], [-3.5, -2.2, -1.3], [-0.7, -0.5, 0.3], [0.2, 0.4, -0.4], [-0.3, 0.1, -0.3], [0.1, -0.4, -0.1], [0.1, -0.1, 0.2], [-1.1, -0.2, -0.8], [2.4, -0.4, 0.4], [0.2, -0.2, 0.3], [-1.7, -0.5, -1.1], [1.3, 1.4, 0.7], [-0.7, 0.0, 0.3], [-1.3, 1.2, 0.7], [-0.2, -1.0, -0.6], [-0.1, -1.2, -1.1], [-0.1, -0.2, 0.0], [0.1, 0.4, 0.3], [0.7, 0.3, 0.4], [0.4, 0.1, 0.6], [0.3, 0.1, -0.2], [0.6, 1.8, -1.1], [-1.3, 0.2, -2.0], [-1.0, 0.0, 0.7], [1.3, -1.2, 0.8], [-1.3, -0.2, 1.0], [0.5, 0.8, 1.5], [-0.7, -0.6, -1.0], [-0.8, -1.0, -1.5], [-0.3, -0.3, -1.4], [0.8, -1.3, 0.8], [0.9, -0.2, 0.8], [-0.5, 0.3, 0.3], [0.4, 0.3, -0.4], [0.2, 0.6, 0.2], [0.2, -0.4, 0.1], [0.0, 0.1, 0.1], [0.4, 0.3, 0.1], [0.0, 0.2, 0.0], [0.5, 0.0, 0.1], [-0.1, 0.2, 0.6], [0.8, -0.3, -0.3], [-0.2, 0.5, 0.3], [0.1, 0.2, 0.6], [0.3, -0.1, -0.1], [0.5, 0.0, 0.0], [-0.3, 0.1, 0.0], [0.2, -0.2, -0.2], [-0.5, 0.3, 0.3], [-0.6, -0.1, -0.1], [-1.3, 0.6, 0.8], [-1.5, 0.9, -1.8], [2.3, -1.0, 0.3], [-0.1, 0.7, -0.5], [0.6, 0.1, -0.4], [-1.1, -0.1, 0.0], [-0.7, 0.5, 0.1], [0.4, 0.0, -0.1], [0.4, -2.7, -0.1], [-0.6, 0.3, 0.4], [1.3, 0.8, 0.0], [0.1, 0.1, 0.9], [0.0, -0.1, -0.1], [0.4, -0.7, -0.3], [-0.5, 0.5, 0.2], [-0.8, -0.3, 0.6], [0.3, 0.2, -0.5], [0.1, -0.5, 0.3], [0.1, 0.2, -0.1], [0.0, 0.1, 0.1], [0.1, -0.1, 0.2], [0.4, 0.2, -0.4], [0.1, -0.1, -0.2], [0.7, -0.3, 0.0], [-0.1, 0.5, 0.0], [0.0, 0.0, -0.1], [0.3, -0.3, -0.1], [-0.3, 0.4, 0.1], [-0.6, 0.0, 0.4], [0.8, 0.3, 0.6], [0.1, -0.6, 0.7], [-1.9, 1.9, 3.8], [1.4, 0.7, -1.3], [-1.0, -2.0, -1.0], [1.1, -1.6, -0.5], [-1.5, -0.2, -0.5], [0.4, 0.0, 0.1], [0.9, 2.7, -0.4], [-0.6, -1.4, -1.1], [0.2, -0.4, 0.1], [0.1, -0.3, -0.1], [-0.5, 0.0, -0.1], [0.8, 0.6, -0.5], [-0.3, 0.1, 0.3], [0.4, 0.5, 0.0], [-0.3, -0.4, -0.1], [0.6, 0.3, -0.1], [0.1, -0.5, -0.1], [0.2, 0.1, 0.7], [-0.1, 0.4, -0.5], [0.4, 0.1, 0.2], [-0.8, -0.2, -0.1], [0.0, 0.5, 0.7], [0.1, -0.5, 0.2], [0.5, 0.1, -0.2], [-0.6, 0.3, -0.4], [0.0, -0.5, -0.3], [-0.2, -0.2, -0.1], [0.8, 0.7, 0.9], [0.5, -0.4, 0.4], [-1.5, -2.6, 1.6], [-0.3, 0.4, -0.1], [-1.2, -0.7, 0.7], [2.5, 0.9, 0.6], [-1.3, 0.4, -1.6], [-0.3, 1.1, -0.1], [-0.7, -0.3, -1.3], [1.0, -0.5, -0.3], [1.2, -0.7, -0.7], [0.3, 0.2, -0.2], [-0.4, 0.7, -0.6], [0.1, 0.2, 0.4], [0.5, -0.1, -0.1], [0.5, 0.1, -0.3], [-0.1, 0.1, 0.3], [-0.4, -0.1, -0.2], [-0.1, 0.1, -0.2], [-0.1, -0.3, 0.2], [0.1, 0.2, 0.2], [-0.3, -0.9, -0.1], [-0.4, 0.2, 0.0], [0.1, 0.2, 0.3], [-0.5, 0.3, 0.2], [-0.2, 0.2, -0.3], [0.2, 0.4, 1.0], [-0.3, 0.8, -0.6], [-0.2, -0.3, -0.1], [-0.4, -0.1, -0.3], [2.3, -1.6, 0.8], [-1.4, 2.3, -0.8], [0.7, 2.0, 0.9], [-0.1, 0.1, -0.9], [0.1, 1.2, 0.3], [0.9, -1.3, 0.3], [-0.6, 0.2, -0.9], [-0.9, 0.8, 0.7], [-0.3, -1.5, -0.8], [-1.3, -0.3, 0.3], [0.2, -1.2, -0.1], [-0.3, 0.1, 0.4], [0.6, -0.3, -0.2], [-0.3, 0.0, 0.8], [0.0, -0.6, 0.1], [0.6, 0.4, 0.1], [-0.3, 0.4, -0.4], [0.0, -0.1, -1.0], [0.1, -0.5, 0.3], [-0.3, 0.3, -0.5], [-0.3, -0.5, 0.8], [0.4, -0.8, -0.3], [0.3, 0.6, -0.2], [-0.4, -0.8, 0.0], [-0.3, 1.5, 0.2], [-0.2, 0.3, 0.2], [0.8, 0.0, -0.2], [0.3, -0.4, 0.0]],
  "mulliken_charge": [-1.140, -0.256, -0.782, -0.392, -0.064, 0.571, 1.034, -0.537, -0.599, 0.587, 0.412, 0.612, 0.250, 0.357, -0.200, -0.330, -0.720, -0.239, -0.346, -0.763, 1.056, -0.595, -0.601, 0.371, 0.707, 0.545, 0.523, 0.600, -0.694, 0.781, 0.629, -0.871, -0.768, -1.007, 1.260, -0.645, -0.444, 0.478, -0.209, 0.586, 0.438, 0.465, -0.147, -0.665, 0.191, -0.749, -0.066, -0.738, 1.015, -0.583, -0.597, 0.496, 0.310, 0.596, 0.473, 0.450, -0.617, -0.758, -0.375, -0.440, 0.447, -0.770, 0.989, -0.565, -0.087, 0.464, 0.459, 0.504, 0.437, 0.470, -0.607, -0.451, -0.242, -0.085, -0.440, -0.485, 1.075, -0.474, -0.599, 0.408, 0.452, 0.600, 0.465, 0.404, -0.758, -0.812, 0.095, -0.420, -0.318, -0.808, 1.047, -0.682, -0.201, 0.498, 0.619, 0.591, 0.583, 0.578, -0.612, -0.811, -0.650, -0.355, -0.019, 0.329, 1.019, -0.570, -0.561, 0.502, 0.373, 0.496, 0.562, 0.309, -0.652, -0.390, 0.035, -0.309, -0.473, -0.588, 1.136, -0.580, -0.635, 0.495, 0.434, 0.563, 0.494, 0.437, -0.629, 0.113, -0.517, -0.699, 0.171, -0.791, 1.101, -0.611, -0.607, 0.365, 0.338, 0.766, 0.478, 0.419, -0.252, -0.964, -0.336, -0.262, 0.056, -1.083, 1.067, -0.480, -0.611, 0.417, 0.393, 0.446, 0.682, 0.851, -0.841, 0.140, 0.621, -1.240, -1.084, 0.360, -0.842, -1.160, 0.329, -0.958, -1.035, 0.483, 0.235, 0.325, 0.614, 0.066, 0.341, 0.388, -0.014, 0.420, 0.219, 0.404, 0.382, 0.339, 0.233, 0.367, 0.255, 0.337, 0.372, -0.841, 0.225, 0.625, -0.627, -1.178, 0.461, -1.259, -1.222, 0.496, -1.473, -1.228, 0.375, 0.481, -0.241, 0.341, 0.370, 0.326, 0.295, 0.403, 0.340, 0.254, 0.357, 0.418, 0.004, 0.561, 0.748, 0.367, 0.309, 0.381, -0.848, 0.298, 0.576, -1.312, -1.127, 1.194, -0.496, 0.139, 0.300, -0.903, -0.933, 0.279, 0.423, 0.393, 0.160, 0.474, 0.321, -0.514, -0.086, 0.583, -0.639, -0.049, 0.141, 0.254, 0.320, 0.322, 0.510, 0.185, 0.114, -0.885, 0.188, 0.536, -1.071, -0.963, 0.361, -0.218, -0.822, 0.099, 0.088, -0.978, 0.381, 0.245, 0.325, 0.436, 0.063, 0.403, 0.635, -0.638, 0.154, 0.123, 0.274, 0.363, -0.320, 0.193, -0.071, 0.222, 0.474, 0.421, -0.283, -1.157, 1.146, 1.221, 0.795, 0.914, -0.174, -0.492, 1.777, -0.708, -0.130, -0.408, -0.517, -0.526, -0.727, -0.184, -0.310, -0.224, -0.466, 0.471, 0.120, 0.382, -0.447, -0.208, -0.395, 0.695, -0.747, 0.254, 0.073]
}